Version a
ORCA calculation (ωB97M-V/def2-TZVPD) on the ion C3H6N3 with charge +1.

CARTESIAN COORDINATES (ANGSTROEM)
C 0.91 1.06 -0.22
N 1.41 0.25 0.64
C 0.78 -0.89 0.94
N -0.51 -0.99 0.75
N -1.14 -0.10 -0.08
C -0.29 0.59 -1.02
H 1.23 2.07 -0.32
H 1.14 -1.80 1.40
H -0.95 -1.81 1.10
H -1.98 0.35 0.21
H -0.64 1.32 -1.65
H 0.06 -0.05 -1.76

Summary:
* lowest unoccupied orbital energy: -0.202 hartree
* HOMO energy: -0.5498 Eh
* gap between HOMO and LUMO: 0.3481 hartree
* total charge: +1
* SMILES: C1=NC=[NH+]NC1

Mulliken atomic charge list, values in e, 4 entries:
1. C 0.101
2. N -0.377
3. C 0.034
4. N 0.036

=====

Version b
ORCA calculation (ωB97M-V/def2-TZVPD) on the ion C3H6N3 with charge +1.

CARTESIAN COORDINATES (ANGSTROEM)
H -0.66 -0.57 -1.74
N 0.05 -0.34 -1.02
N -0.50 0.16 0.00
C -1.88 0.37 0.21
N 0.33 0.61 0.92
C 1.45 0.26 0.66
C 2.30 -0.51 0.12
H -2.03 1.43 -0.01
H -2.48 -0.21 -0.35
H -2.00 0.16 1.33
H 2.55 -0.21 -0.85
H 2.88 -1.14 0.73

Summary:
* lowest unoccupied orbital energy (alpha / beta): -0.233 / -0.233 hartree
* HOMO energy (alpha / beta): -0.5543 / -0.5544 Eh
* gap between HOMO and LUMO (alpha / beta): 0.3217 / 0.3218 hartree
* total charge: +1
* SMILES: [H]/N=[N+](\C)N=C=C

Mulliken atomic charge list, values in e, 4 entries:
1. H 0.288
2. N -0.600
3. N 0.980
4. C -0.573

=====

Energetically preferred structure: version a | next structure: +80.7 kcal/mol

=====

Version a
ORCA calculation (ωB97M-V/def2-TZVPD) on a cluster of 9 separate species, C48H119N9O2 in total.

CARTESIAN COORDINATES (ANGSTROEM)
C -4.07 -4.06 1.60
C -5.30 -4.82 2.13
N -6.56 -4.61 1.39
C -7.21 -3.43 1.92
C -7.97 -3.76 3.26
C -7.42 -5.78 1.16
C -6.65 -6.69 0.12
H -3.79 -4.39 0.60
H -3.27 -4.34 2.28
H -4.36 -3.03 1.81
H -5.07 -5.88 2.02
H -5.49 -4.61 3.18
H -6.54 -2.60 2.14
H -7.99 -3.00 1.28
H -8.67 -4.56 3.02
H -7.25 -4.20 3.95
H -8.27 -2.83 3.75
H -8.41 -5.46 0.84
H -7.53 -6.37 2.08
H -5.72 -7.09 0.53
H -6.31 -6.09 -0.72
H -7.12 -7.61 -0.21
C 3.81 -0.67 -8.79
C 5.10 0.08 -8.67
N 4.95 1.56 -8.54
C 4.30 2.06 -9.72
C 4.29 3.59 -9.87
C 4.20 2.01 -7.36
C 4.97 1.48 -6.12
H 4.00 -1.74 -8.73
H 3.41 -0.36 -9.76
H 3.12 -0.40 -7.99
H 5.63 -0.33 -7.81
H 5.76 -0.08 -9.52
H 5.03 1.63 -10.41
H 3.32 1.65 -9.96
H 5.19 4.12 -9.57
H 3.94 3.95 -10.84
H 3.57 4.09 -9.23
H 3.12 1.93 -7.27
H 4.41 3.08 -7.35
H 4.83 0.40 -6.14
H 4.67 1.95 -5.18
H 6.05 1.62 -6.16
C 1.82 3.10 0.18
C 1.62 2.29 1.43
N 0.66 1.21 1.33
C 1.14 -0.01 0.61
C 2.54 -0.68 0.94
C -0.76 1.50 0.96
C -1.42 2.47 1.92
H 2.50 3.95 0.22
H 0.83 3.39 -0.17
H 2.37 2.44 -0.48
H 2.61 1.90 1.66
H 1.41 2.91 2.30
H 0.39 -0.78 0.77
H 1.03 0.24 -0.45
H 2.33 -1.06 1.94
H 2.88 -1.53 0.34
H 3.32 0.07 1.06
H -1.42 0.67 1.20
H -0.87 1.87 -0.06
H -0.94 3.44 1.90
H -1.21 2.18 2.94
H -2.47 2.63 1.64
C -8.67 -1.48 8.84
C -8.34 -0.15 8.27
N -6.87 0.01 8.23
C -6.28 -0.61 7.02
C -4.69 -0.39 6.88
C -6.54 1.48 8.30
C -7.03 2.39 7.12
H -7.95 -1.63 9.65
H -8.33 -2.27 8.18
H -9.67 -1.56 9.26
H -8.93 0.07 7.38
H -8.83 0.48 9.00
H -6.79 -0.29 6.11
H -6.53 -1.67 7.10
H -4.33 -1.11 6.15
H -4.14 -0.54 7.81
H -4.29 0.58 6.58
H -6.94 1.80 9.25
H -5.48 1.71 8.28
H -6.32 2.17 6.33
H -8.04 2.10 6.83
H -7.04 3.44 7.41
C 0.75 -4.75 6.85
C 1.93 -3.77 6.50
N 2.47 -2.99 7.56
C 1.51 -2.25 8.43
C 1.04 -1.00 7.76
C 3.58 -2.13 7.13
C 4.70 -2.79 6.42
H 0.58 -5.64 6.25
H -0.23 -4.26 6.79
H 0.90 -5.13 7.86
H 2.73 -4.43 6.18
H 1.58 -3.22 5.62
H 0.68 -2.82 8.84
H 2.11 -2.07 9.32
H 1.71 -0.15 7.63
H 0.52 -1.22 6.83
H 0.31 -0.61 8.47
H 4.02 -1.61 7.99
H 3.25 -1.31 6.48
H 4.58 -3.06 5.37
H 5.04 -3.65 7.00
H 5.46 -2.00 6.44
C 3.05 9.89 -1.71
C 3.85 9.16 -2.78
N 3.35 9.33 -4.12
C 4.42 8.97 -5.12
C 4.89 7.46 -5.06
C 2.02 8.70 -4.26
C 1.57 8.29 -5.69
H 3.09 10.97 -1.90
H 3.53 9.70 -0.75
H 2.03 9.54 -1.55
H 4.90 9.42 -2.60
H 3.86 8.08 -2.63
H 3.88 9.05 -6.06
H 5.21 9.71 -5.25
H 4.01 6.83 -4.94
H 5.49 7.19 -5.93
H 5.40 7.35 -4.11
H 1.35 9.36 -3.71
H 1.88 7.79 -3.67
H 1.85 9.17 -6.28
H 0.49 8.26 -5.84
H 2.13 7.47 -6.15
C 10.36 -4.11 -3.64
C 9.24 -3.21 -3.08
N 8.05 -3.81 -2.42
C 7.16 -4.73 -3.12
C 6.20 -4.03 -4.05
C 8.51 -4.43 -1.17
C 7.44 -4.38 -0.09
H 10.47 -4.14 -4.73
H 10.19 -5.13 -3.29
H 11.34 -3.73 -3.35
H 9.71 -2.44 -2.47
H 8.81 -2.71 -3.95
H 7.88 -5.31 -3.69
H 6.76 -5.47 -2.43
H 6.80 -3.39 -4.69
H 5.80 -4.84 -4.66
H 5.34 -3.56 -3.58
H 9.42 -3.95 -0.82
H 8.75 -5.49 -1.23
H 7.77 -4.45 0.95
H 6.55 -4.96 -0.33
H 7.04 -3.37 0.03
C -3.24 -4.62 -3.85
N -2.10 -3.76 -4.13
C -2.32 -2.28 -3.97
C -0.94 -4.30 -4.42
O 0.09 -3.62 -4.52
H -3.23 -4.87 -2.79
H -3.25 -5.60 -4.33
H -4.20 -4.10 -3.83
H -3.23 -1.96 -4.46
H -2.18 -2.00 -2.93
H -1.70 -1.69 -4.65
H -0.79 -5.39 -4.52
C -9.05 3.95 -1.66
N -7.97 3.63 -0.60
C -7.27 2.27 -0.67
C -7.73 4.47 0.41
O -7.20 4.19 1.48
H -9.96 3.36 -1.51
H -8.67 3.69 -2.64
H -9.34 5.00 -1.52
H -8.11 1.58 -0.70
H -6.82 2.20 -1.66
H -6.58 2.12 0.16
H -8.20 5.45 0.25

Summary:
* lowest unoccupied orbital energy: 0.006 hartree
* HOMO energy: -0.2941 Eh
* gap between HOMO and LUMO: 0.3005 hartree
* SMILES: CCN(CC)CC.CCN(CC)CC.CCN(CC)CC.CCN(CC)CC.CCN(CC)CC.CCN(CC)CC.CCN(CC)CC.CN(C)C=O.CN(C)C=O

Mulliken atomic charge list, values in e, 4 entries:
1. C -0.975
2. C -0.575
3. N 0.203
4. C -0.653

=====

Version b
ORCA calculation (ωB97M-V/def2-TZVPD) on a cluster of 9 separate species, C48H119N9O2 in total.

CARTESIAN COORDINATES (ANGSTROEM)
C -2.36 -4.07 -13.10
C -2.26 -2.66 -13.68
N -2.16 -2.69 -15.15
C -3.47 -2.99 -15.71
C -4.44 -1.78 -15.81
C -1.59 -1.46 -15.68
C -1.25 -1.59 -17.17
H -1.62 -4.73 -13.55
H -3.34 -4.52 -13.21
H -2.15 -4.00 -12.03
H -3.11 -2.04 -13.38
H -1.32 -2.23 -13.32
H -3.37 -3.43 -16.71
H -3.96 -3.80 -15.16
H -5.42 -2.11 -16.14
H -4.50 -1.26 -14.86
H -4.06 -1.10 -16.57
H -0.63 -1.28 -15.20
H -2.24 -0.59 -15.56
H -0.52 -0.81 -17.39
H -2.14 -1.44 -17.79
H -0.90 -2.60 -17.39
C 3.53 -3.47 -10.92
C 3.69 -2.29 -11.91
N 3.33 -2.67 -13.27
C 3.69 -1.60 -14.20
C 2.88 -0.30 -14.07
C 1.97 -3.15 -13.42
C 1.77 -3.77 -14.81
H 4.07 -4.33 -11.31
H 2.46 -3.66 -10.82
H 3.90 -3.23 -9.93
H 3.08 -1.45 -11.55
H 4.74 -1.99 -11.85
H 4.74 -1.34 -14.16
H 3.47 -1.95 -15.21
H 3.03 0.25 -13.13
H 3.25 0.34 -14.87
H 1.81 -0.42 -14.19
H 1.21 -2.37 -13.26
H 1.80 -3.98 -12.74
H 1.66 -3.12 -15.68
H 0.91 -4.44 -14.81
H 2.67 -4.35 -15.00
C -3.37 -0.52 -11.09
C -4.88 -0.52 -11.24
N -5.51 0.76 -10.98
C -5.11 1.83 -11.89
C -5.40 1.58 -13.39
C -6.96 0.61 -10.91
C -7.74 1.87 -10.56
H -3.05 -0.13 -10.12
H -2.90 0.12 -11.84
H -2.99 -1.54 -11.11
H -5.14 -1.01 -12.20
H -5.35 -1.23 -10.55
H -5.64 2.72 -11.57
H -4.04 2.05 -11.81
H -5.11 2.48 -13.93
H -4.74 0.81 -13.80
H -6.43 1.33 -13.61
H -7.19 -0.11 -10.13
H -7.36 0.26 -11.87
H -7.66 2.67 -11.29
H -7.40 2.29 -9.61
H -8.79 1.61 -10.45
C -6.39 -4.21 -10.67
C -5.43 -4.22 -9.47
N -4.81 -5.47 -9.11
C -5.77 -6.52 -8.76
C -6.70 -6.10 -7.63
C -3.84 -5.89 -10.12
C -3.10 -7.19 -9.85
H -7.30 -4.76 -10.44
H -5.96 -4.71 -11.54
H -6.62 -3.20 -11.01
H -4.64 -3.48 -9.67
H -5.92 -3.76 -8.61
H -5.20 -7.39 -8.44
H -6.33 -6.86 -9.65
H -7.42 -6.88 -7.38
H -7.33 -5.25 -7.91
H -6.12 -5.85 -6.75
H -4.33 -5.92 -11.11
H -3.12 -5.07 -10.17
H -2.56 -7.16 -8.90
H -3.82 -8.01 -9.84
H -2.37 -7.39 -10.64
C -6.23 2.86 -17.05
C -5.30 1.90 -17.81
N -4.97 2.46 -19.12
C -3.76 1.88 -19.74
C -3.10 2.90 -20.64
C -6.08 2.48 -20.05
C -6.73 1.14 -20.40
H -5.77 3.84 -17.04
H -6.35 2.53 -16.01
H -7.18 2.88 -17.57
H -4.40 1.69 -17.23
H -5.78 0.92 -17.91
H -3.07 1.70 -18.91
H -3.96 0.92 -20.23
H -2.16 2.48 -21.02
H -3.69 3.21 -21.51
H -2.86 3.85 -20.16
H -5.82 3.00 -20.97
H -6.88 3.11 -19.64
H -7.66 1.27 -20.96
H -6.97 0.54 -19.52
H -6.06 0.54 -21.02
C 1.33 -4.64 -19.42
C 2.66 -3.90 -19.49
N 2.50 -2.53 -20.04
C 3.85 -2.08 -20.39
C 3.87 -0.70 -21.06
C 1.84 -1.63 -19.11
C 2.48 -1.29 -17.75
H 0.68 -4.27 -18.63
H 1.50 -5.71 -19.25
H 0.76 -4.58 -20.35
H 3.13 -3.96 -18.50
H 3.33 -4.41 -20.18
H 4.55 -2.06 -19.54
H 4.28 -2.80 -21.09
H 4.89 -0.49 -21.37
H 3.26 -0.70 -21.96
H 3.58 0.08 -20.36
H 0.83 -2.03 -18.95
H 1.71 -0.70 -19.66
H 1.78 -0.85 -17.05
H 3.31 -0.58 -17.84
H 2.93 -2.20 -17.34
C -1.53 -6.31 -17.98
C -1.05 -6.14 -16.54
N -0.50 -7.40 -16.03
C 0.71 -7.87 -16.67
C 1.91 -6.94 -16.66
C -0.48 -7.40 -14.57
C -0.21 -8.79 -13.99
H -0.81 -6.62 -18.73
H -2.03 -5.42 -18.38
H -2.32 -7.07 -18.01
H -0.31 -5.33 -16.47
H -1.92 -5.85 -15.95
H 1.05 -8.81 -16.23
H 0.44 -8.18 -17.69
H 2.29 -6.74 -15.66
H 2.75 -7.39 -17.19
H 1.72 -5.95 -17.07
H -1.47 -7.12 -14.22
H 0.19 -6.61 -14.18
H -0.83 -9.50 -14.55
H -0.41 -8.84 -12.92
H 0.82 -9.12 -14.15
C 0.44 1.75 -15.16
N -0.42 2.88 -15.46
C -1.52 2.76 -16.25
C -2.29 4.04 -16.51
O -1.76 1.71 -16.84
H 0.03 1.18 -14.33
H 1.43 2.13 -14.93
H 0.49 1.07 -16.00
H -0.20 3.75 -15.03
H -2.28 4.30 -17.56
H -1.84 4.79 -15.86
H -3.34 3.84 -16.27
C -5.29 -5.67 -17.91
N -6.43 -5.19 -17.15
C -6.50 -5.26 -15.81
C -7.70 -4.62 -15.15
O -5.59 -5.75 -15.15
H -5.30 -5.20 -18.89
H -5.32 -6.75 -18.02
H -4.34 -5.48 -17.41
H -7.20 -4.79 -17.65
H -7.56 -4.57 -14.07
H -8.60 -5.19 -15.39
H -7.85 -3.59 -15.48

Summary:
* lowest unoccupied orbital energy: 0.017 hartree
* HOMO energy: -0.2915 Eh
* gap between HOMO and LUMO: 0.3082 hartree
* SMILES: CCN(CC)CC.CCN(CC)CC.CCN(CC)CC.CCN(CC)CC.CCN(CC)CC.CCN(CC)CC.CCN(CC)CC.CNC(C)=O.CNC(C)=O

Mulliken atomic charge list, values in e, 4 entries:
1. C -0.965
2. C 0.009
3. N 1.705
4. C -0.349

=====

Energetically preferred structure: version b | next structure: +186.6 kcal/mol

=====

Version a
ORCA calculation (ωB97M-V/def2-TZVPD) on a cluster of 2 separate species, C4H10NO3 in total.

CARTESIAN COORDINATES (ANGSTROEM)
C -2.46 0.80 0.91
C -1.83 0.13 -0.01
C 1.47 0.68 0.56
C 0.66 -0.56 0.22
N 0.77 -0.93 -1.20
O -1.98 -0.44 -1.19
O 1.92 1.25 -0.66
O 0.74 -1.66 1.02
H -3.49 1.14 0.76
H -2.00 1.08 1.83
H 2.33 0.42 1.20
H 0.85 1.40 1.12
H 1.27 -1.82 -1.33
H -0.19 -1.00 -1.60
H 1.30 -0.14 -1.64
H -2.76 -1.00 -1.26
H 2.16 2.17 -0.54
H 1.25 -1.51 1.82

Summary:
* lowest unoccupied orbital energy (alpha / beta): -0.139 / -0.132 hartree
* HOMO energy (alpha / beta): -0.4476 / -0.4557 Eh
* gap between HOMO and LUMO (alpha / beta): 0.3084 / 0.3240 hartree
* total charge: +1

Mulliken atomic charge list, values in e, 4 entries:
1. C -0.605
2. C 0.447
3. C -0.288
4. C -0.022

=====

Version b
ORCA calculation (ωB97M-V/def2-TZVPD) on the ion C4H10NO3 with charge +1.

CARTESIAN COORDINATES (ANGSTROEM)
C -0.37 0.64 1.22
O 0.05 0.47 2.57
C 0.60 -0.22 0.43
C 0.55 -0.08 -1.10
C -1.12 -0.23 -1.66
O -1.39 -1.53 -1.21
O -1.79 0.70 -1.25
N 1.93 0.16 0.59
H -0.27 1.68 0.91
H -1.41 0.33 1.18
H -0.55 1.01 3.10
H 0.45 -1.27 0.69
H 0.94 0.85 -1.51
H 1.04 -0.93 -1.57
H -1.00 -0.38 -2.77
H 2.11 1.04 1.05
H -2.34 -1.65 -1.39
H 2.57 -0.62 0.71

Summary:
* lowest unoccupied orbital energy: -0.307 hartree
* HOMO energy: -0.5387 Eh
* gap between HOMO and LUMO: 0.2320 hartree
* total charge: +1

Mulliken atomic charge list, values in e, 4 entries:
1. C -0.872
2. O -0.516
3. C 0.202
4. C -0.694

=====

Energetically preferred structure: version a | next structure: +20.0 kcal/mol

=====

Version a
ORCA calculation (ωB97M-V/def2-TZVPD) on a cluster of 12 separate species, H24O12 in total.

CARTESIAN COORDINATES (ANGSTROEM)
O 0.27 0.82 0.57
H 0.88 0.42 1.22
H -0.52 0.34 0.52
O -2.20 -1.21 -0.46
H -2.42 -0.91 0.35
H -1.88 -0.47 -1.05
O 0.67 3.12 -1.99
H -0.17 3.61 -2.00
H 0.88 2.98 -1.06
O 1.75 0.81 -1.89
H 0.78 1.12 -2.02
H 1.55 0.12 -1.26
O 1.42 -2.47 -0.03
H 2.26 -2.76 -0.39
H 0.86 -2.83 -0.65
O 3.65 1.66 0.03
H 2.87 1.88 0.46
H 4.02 0.99 0.66
O -2.10 2.29 -0.72
H -2.80 1.75 -0.89
H -1.26 2.04 -1.15
O -1.69 3.27 2.75
H -1.28 3.00 3.60
H -1.45 2.67 2.08
O -0.28 -2.02 2.58
H 0.49 -1.49 2.82
H -0.95 -1.43 2.12
O -3.92 -1.65 -0.99
H -3.82 -0.69 -0.73
H -4.81 -1.77 -1.31
O -0.67 -2.70 -1.16
H -0.81 -3.58 -0.96
H -0.57 -2.21 -0.30
O 3.65 -1.97 0.41
H 4.15 -1.47 -0.25
H 3.43 -1.25 1.08

Summary:
* lowest unoccupied orbital energy: -0.023 hartree
* HOMO energy: -0.3859 Eh
* gap between HOMO and LUMO: 0.3626 hartree
* SMILES: O.O.O.O.O.O.O.O.O.O.O.O

Mulliken atomic charge list, values in e, 4 entries:
1. O -0.361
2. H 0.173
3. H 0.129
4. O -0.680

=====

Version b
ORCA calculation (ωB97M-V/def2-TZVPD) on a cluster of 12 separate species, H24O12 in total.

CARTESIAN COORDINATES (ANGSTROEM)
O -12.84 -5.24 5.34
H -13.64 -5.78 5.45
H -12.66 -5.12 6.30
O -17.07 -0.92 10.20
H -17.13 0.05 10.19
H -16.33 -1.09 9.56
O -18.03 -6.22 6.06
H -18.60 -5.63 5.58
H -17.15 -5.91 5.88
O -17.02 0.19 7.20
H -16.26 -0.29 7.42
H -17.11 0.83 7.91
O -18.07 -2.49 8.11
H -18.05 -1.74 8.67
H -18.75 -2.14 7.54
O -16.52 -4.03 4.58
H -15.81 -4.42 4.10
H -16.74 -3.20 4.14
O -16.87 -5.19 9.38
H -17.30 -4.84 8.63
H -16.95 -6.13 9.12
O -13.72 -3.16 9.76
H -13.85 -3.96 9.17
H -14.49 -3.16 10.33
O -14.99 -6.58 6.16
H -14.96 -7.47 5.78
H -15.20 -6.55 7.13
O -15.64 -3.59 7.14
H -15.80 -3.95 6.26
H -16.47 -3.12 7.35
O -13.33 -2.06 6.60
H -14.09 -2.46 7.00
H -12.67 -2.64 6.98
O -14.19 -5.68 8.67
H -15.09 -5.33 8.67
H -14.19 -6.38 9.28

Summary:
* lowest unoccupied orbital energy: -0.003 hartree
* HOMO energy: -0.3753 Eh
* gap between HOMO and LUMO: 0.3723 hartree
* SMILES: O.O.O.O.O.O.O.O.O.O.O.O

Mulliken atomic charge list, values in e, 4 entries:
1. O -0.661
2. H 0.417
3. H 0.269
4. O -0.666

=====

Energetically preferred structure: version b | next structure: +133.4 kcal/mol